Here is an isolated molecule of C2H4N6 in a non-equilibrium geometry from the Open Molecules 2025 dataset. Energies are from ωB97M-V/def2-TZVPD.

SMILES = [H]/N=c1/ncn(N)nn1
Calculated total energy = -406.974346 a.u.
LUMO level = -0.010 hartree
Net charge = 0
Orbital gap = 8.7528 eV
HOMO = -0.33179 Ha
Relative energy (zero: lowest compared OMol25 entry of this formula, charge and spin) = 89.5 kcal/mol

Last column: Löwdin charge in e.
Element x y z (Å)
H: 0.796 -1.378 -2.778  0.00
N: 0.925 -1.641 -1.846  0.15
C: 0.149 -0.969 -1.029  -0.53
N: 0.054 -1.382 0.172  0.10
C: -0.096 -0.614 1.217  -0.01
N: -0.280 0.806 0.868  -0.24
N: 0.017 1.842 1.781  0.01
N: -0.415 1.196 -0.398  0.02
N: -0.418 0.362 -1.292  0.08
H: -0.312 -1.034 2.166  0.11
H: -0.979 2.066 2.237  0.15
H: 0.993 1.565 2.265  0.15

=====

Here is a structure of composition C32H44BaN5O2SeSi in a non-equilibrium geometry from the Open Molecules 2025 dataset. Energies are from ωB97M-V/def2-TZVPD.

Calculated total energy = -4386.637372 a.u.
LUMO level = 0.074 hartree
Net charge = -1
Orbital gap = 5.8169 eV
HOMO = -0.13964 Ha
Relative energy (zero: lowest compared OMol25 entry of this formula, charge and spin) = 22.1 kcal/mol

Last column: Löwdin charge in e.
Element x y z (Å)
Ba: 1.166 1.808 -1.844  1.72
C: 1.478 -0.192 6.318  -0.04
C: 0.116 0.025 5.645  -0.56
C: -0.799 -1.144 6.017  -0.07
C: -0.545 1.325 6.127  -0.04
C: 0.332 0.144 4.145  -0.16
C: 1.198 1.114 3.649  0.01
C: 1.382 1.227 2.280  -0.14
N: 0.779 0.455 1.401  0.11
C: -0.045 -0.490 1.847  -0.22
C: -0.298 -0.666 3.210  0.05
C: -0.661 -1.335 0.803  -0.21
C: -1.549 -2.375 1.100  0.05
C: -2.080 -3.151 0.079  -0.17
C: -1.697 -2.827 -1.220  -0.01
C: -0.811 -1.780 -1.427  -0.12
N: -0.308 -1.054 -0.449  0.10
C: -3.035 -4.309 0.315  -0.56
C: -4.375 -3.957 -0.349  -0.04
C: -2.418 -5.571 -0.303  -0.04
C: -3.283 -4.570 1.801  -0.07
H: 1.373 -0.266 7.398  0.08
H: 2.162 0.622 6.101  0.08
H: 1.929 -1.112 5.951  0.09
H: -0.893 -1.197 7.100  0.08
H: -0.391 -2.087 5.661  0.09
H: -1.792 -1.006 5.596  0.08
H: -0.765 1.280 7.192  0.08
H: -1.480 1.479 5.591  0.09
H: 0.093 2.185 5.947  0.08
H: 1.728 1.780 4.310  0.11
H: 2.059 1.963 1.871  0.05
H: -0.984 -1.428 3.540  0.09
H: -1.818 -2.574 2.123  0.09
H: -2.074 -3.381 -2.065  0.11
H: -0.481 -1.518 -2.425  0.10
H: -4.265 -3.822 -1.421  0.08
H: -4.758 -3.028 0.071  0.09
H: -5.108 -4.742 -0.176  0.08
H: -2.238 -5.441 -1.365  0.07
H: -3.070 -6.431 -0.173  0.08
H: -1.465 -5.786 0.178  0.09
H: -3.758 -3.712 2.269  0.09
H: -2.353 -4.787 2.320  0.09
H: -3.943 -5.428 1.912  0.08
C: 1.088 -0.393 -7.372  -0.04
N: 0.922 0.715 -6.467  -0.07
C: 0.904 1.996 -6.904  -0.07
C: 0.837 3.032 -6.051  0.01
C: 0.866 2.752 -4.622  -0.61
O: 0.933 3.642 -3.768  -0.15
N: 0.841 1.466 -4.243  -0.13
C: 0.850 0.440 -5.079  -0.55
O: 0.806 -0.727 -4.714  0.02
H: 0.646 -0.163 -8.342  0.09
H: 0.592 -1.257 -6.929  0.09
H: 2.151 -0.623 -7.503  0.10
H: 0.946 2.128 -7.981  0.13
H: 0.805 4.050 -6.397  0.10
C: -3.899 4.061 -0.834  -0.21
Si: -2.562 2.675 -0.796  0.38
C: -2.953 1.532 -2.283  -0.19
C: -2.904 1.677 0.801  -0.18
C: -0.839 3.383 -0.771  -0.51
H: -4.915 3.678 -0.855  0.00
H: -3.763 4.680 -1.714  0.01
H: -3.805 4.706 0.034  0.01
H: -4.022 1.359 -2.388  0.01
H: -2.465 0.567 -2.165  -0.01
H: -2.599 1.980 -3.208  0.01
H: -3.831 1.115 0.743  0.02
H: -2.970 2.339 1.658  0.02
H: -2.095 0.977 0.981  -0.01
H: -0.569 3.722 0.229  -0.07
H: -0.752 4.233 -1.444  -0.07
Se: 4.712 1.454 0.881  0.40
C: 6.277 1.443 -0.143  -0.80
C: 6.255 1.671 -1.520  -0.16
C: 7.448 1.682 -2.209  -0.20
N: 8.638 1.486 -1.653  0.01
C: 8.650 1.254 -0.345  -0.20
C: 7.523 1.218 0.447  -0.16
H: 5.311 1.839 -2.030  0.07
H: 7.465 1.859 -3.278  0.09
H: 9.633 1.087 0.082  0.09
H: 7.587 1.022 1.509  0.08

=====

Here is a cluster of 2 separate species, C6H14O in total from the Open Molecules 2025 dataset. Energies are from ωB97M-V/def2-TZVPD.

Calculated total energy = -312.050517 a.u.
LUMO level = 0.037 hartree
Net charge = 0
Orbital gap = 7.6568 eV
HOMO = -0.24484 Ha
Relative energy (zero: lowest compared OMol25 entry of this formula, charge and spin) = 128.3 kcal/mol

Last column: Löwdin charge in e.
Element x y z (Å)
C: 0.512 -0.171 3.068  -0.11
C: 1.810 0.083 1.393  -0.12
C: 1.274 -0.448 0.185  -0.24
C: 0.432 0.377 -0.750  -0.24
C: -0.765 -0.390 -1.318  -0.21
C: -1.574 0.428 -2.308  -0.30
O: -2.635 -0.380 -2.782  -0.07
H: 1.163 0.309 3.803  0.02
H: 0.324 -1.212 3.359  0.02
H: -0.431 0.384 2.986  0.02
H: 1.806 1.160 1.546  0.10
H: 2.617 -0.449 1.889  0.10
H: 1.550 -1.459 -0.098  0.11
H: 0.689 -0.486 1.514  0.11
H: 1.036 0.764 -1.590  0.11
H: 0.068 1.270 -0.218  0.12
H: -0.419 -1.301 -1.823  0.12
H: -1.426 -0.714 -0.504  0.12
H: -1.956 1.337 -1.813  0.12
H: -0.922 0.755 -3.135  0.12
H: -3.154 0.143 -3.405  0.08

=====

Here is an isolated molecule of C5H8O4 from the Open Molecules 2025 dataset. Energies are from ωB97M-V/def2-TZVPD.

SMILES = CC(=O)C[C@@H](O)C(=O)O
Calculated total energy = -496.302650 a.u.
LUMO level = 0.026 hartree
Net charge = 0
Orbital gap = 10.6730 eV
HOMO = -0.36610 Ha
Relative energy (zero: lowest compared OMol25 entry of this formula, charge and spin) = 0.0 kcal/mol

Last column: Löwdin charge in e.
Element x y z (Å)
C: 2.508 0.328 -0.016  -0.01
C: 1.089 -0.134 -0.186  -0.42
O: 0.717 -0.811 -1.111  0.11
C: 0.135 0.307 0.905  -0.06
C: -1.288 0.467 0.344  -0.30
O: -1.399 1.637 -0.416  0.00
C: -1.682 -0.730 -0.516  -0.52
O: -2.133 -0.595 -1.623  0.12
O: -1.590 -1.893 0.125  0.13
H: 2.547 1.396 -0.227  0.10
H: 2.839 0.173 1.007  0.09
H: 3.163 -0.194 -0.709  0.09
H: 0.132 -0.467 1.675  0.14
H: 0.453 1.250 1.347  0.13
H: -1.998 0.515 1.185  0.16
H: -1.664 1.370 -1.312  0.10
H: -1.830 -2.618 -0.473  0.14

=====

Here is a cluster of 4 separate species, C20H46N2O8P in total in a non-equilibrium geometry from the Open Molecules 2025 dataset. Energies are from ωB97M-V/def2-TZVPD.

Calculated total energy = -1842.334019 a.u.
LUMO level = 0.082 hartree
Net charge = -1
Orbital gap = 6.2242 eV
HOMO = -0.14642 Ha
Relative energy (zero: lowest compared OMol25 entry of this formula, charge and spin) = 83.1 kcal/mol

Last column: Löwdin charge in e.
Element x y z (Å)
C: 3.801 3.052 2.706  -0.19
C: 2.229 2.828 2.324  -0.44
P: 1.834 3.180 0.507  1.01
C: 0.018 3.808 0.546  -0.31
C: 1.758 1.619 -0.567  -0.54
O: 0.370 1.358 -0.959  -0.08
C: 2.507 1.992 -1.973  -0.56
O: 2.679 3.237 -2.213  -0.13
O: 2.963 1.037 -2.852  -0.18
N: 2.451 0.420 -0.042  -0.14
C: 1.676 -0.318 0.992  -0.19
C: 1.193 -1.766 0.447  -0.14
C: -0.416 -1.788 0.461  -0.27
N: -0.819 -3.164 0.966  -0.05
C: 3.864 0.661 0.323  -0.14
C: 4.755 -0.307 -0.643  -0.14
O: 5.791 -1.031 0.103  -0.07
C: 7.081 -0.685 -0.330  -0.26
O: 8.045 -1.262 0.245  -0.02
H: 4.143 2.062 3.192  0.06
H: 3.904 3.894 3.478  0.06
H: 4.459 3.203 1.790  0.05
H: 1.858 1.829 2.729  0.05
H: 1.671 3.636 2.936  0.07
H: -0.419 3.953 -0.492  0.04
H: -0.094 4.714 1.234  0.04
H: -0.594 2.957 1.035  0.04
H: 0.458 0.539 -1.513  0.08
H: 0.796 0.334 1.354  0.11
H: 2.287 -0.538 1.949  0.12
H: 1.601 -2.575 1.162  0.11
H: 1.568 -1.904 -0.617  0.11
H: -0.749 -1.751 -0.638  0.09
H: -0.899 -0.965 1.082  0.11
H: -0.431 -3.189 1.927  0.05
H: -1.849 -3.151 0.983  0.05
H: 4.152 0.374 1.387  0.12
H: 4.246 1.716 0.128  0.12
H: 5.167 0.240 -1.554  0.11
H: 4.047 -1.116 -1.060  0.13
H: 7.335 0.091 -1.122  0.16
C: -2.834 -6.994 2.529  -0.07
C: -1.665 -6.394 3.294  -0.50
C: -1.424 -7.130 4.603  -0.07
O: -1.930 -5.020 3.565  -0.07
H: -3.759 -6.922 3.111  0.08
H: -3.003 -6.448 1.597  0.08
H: -2.653 -8.045 2.291  0.08
H: -0.763 -6.435 2.677  0.14
H: -2.300 -7.063 5.256  0.08
H: -0.588 -6.682 5.147  0.08
H: -1.200 -8.186 4.427  0.08
H: -2.727 -4.971 4.110  0.09
C: -5.376 4.218 -0.397  -0.07
C: -4.013 4.889 -0.313  -0.50
C: -3.678 5.624 -1.602  -0.06
O: -3.015 3.907 -0.055  -0.07
H: -5.396 3.476 -1.201  0.08
H: -5.598 3.685 0.531  0.08
H: -6.167 4.951 -0.578  0.07
H: -4.001 5.592 0.525  0.14
H: -3.640 4.930 -2.448  0.08
H: -2.693 6.092 -1.532  0.08
H: -4.419 6.399 -1.819  0.07
H: -3.017 3.279 -0.790  0.09
C: -2.729 -0.856 -4.586  -0.07
C: -1.684 0.086 -4.007  -0.49
C: -0.442 0.143 -4.883  -0.05
O: -1.322 -0.352 -2.700  -0.07
H: -2.339 -1.877 -4.652  0.08
H: -3.611 -0.896 -3.940  0.07
H: -3.040 -0.536 -5.583  0.08
H: -2.109 1.089 -3.907  0.14
H: 0.026 -0.844 -4.960  0.08
H: 0.304 0.814 -4.450  0.08
H: -0.685 0.493 -5.890  0.08
H: -0.944 -1.239 -2.777  0.08

=====

Here is an isolated molecule of C6H9N from the Open Molecules 2025 dataset. Energies are from ωB97M-V/def2-TZVPD.

Calculated total energy = -288.671990 a.u.
LUMO level = 0.019 hartree
Net charge = 0
Orbital gap = 8.2366 eV
HOMO = -0.28325 Ha
Relative energy (zero: lowest compared OMol25 entry of this formula, charge and spin) = 69.1 kcal/mol

Last column: Löwdin charge in e.
Element x y z (Å)
C: 1.313 -0.680 1.071  -0.04
C: 0.156 -0.037 0.314  -0.60
C: 0.056 1.466 0.283  0.02
C: -1.199 -0.426 0.961  -0.04
C: -0.205 1.743 -1.068  -0.15
C: -0.104 0.590 -1.855  -0.08
N: 0.147 -0.473 -1.107  0.07
H: 1.347 -0.267 2.082  0.08
H: 2.280 -0.497 0.592  0.08
H: 1.164 -1.766 1.149  0.08
H: -1.094 -0.411 2.047  0.08
H: -1.511 -1.424 0.641  0.08
H: -1.978 0.294 0.698  0.08
H: -0.471 2.710 -1.483  0.07
H: -0.212 0.482 -2.933  0.12
H: 0.321 -1.403 -1.457  0.15

=====

Here is a structure of composition C20H27NO4 in a non-equilibrium geometry from the Open Molecules 2025 dataset. Energies are from ωB97M-V/def2-TZVPD.

Calculated total energy = -1133.388415 a.u.
LUMO level = 0.013 hartree
Net charge = 0
Orbital gap = 8.3992 eV
HOMO = -0.29606 Ha
Relative energy (zero: lowest compared OMol25 entry of this formula, charge and spin) = 442.6 kcal/mol

Last column: Löwdin charge in e.
Element x y z (Å)
C: -3.824 3.792 -3.345  -0.07
C: -2.981 2.836 -2.707  -0.28
C: -1.550 3.318 -2.539  -0.05
C: -0.645 2.168 -1.799  -0.21
C: -0.691 1.871 -0.292  -0.01
C: -0.138 0.542 0.170  -0.12
N: 0.626 -0.215 -0.534  0.11
C: 1.533 -1.196 -0.422  -0.32
C: 2.736 -1.151 0.254  -0.07
C: 3.373 -2.237 0.608  0.03
C: 2.919 -3.636 -0.015  -0.30
C: 1.836 -3.679 -0.617  0.04
C: 1.047 -2.373 -0.644  0.03
O: -0.298 -2.521 -1.509  -0.09
C: -0.640 -3.646 -1.938  -0.30
H: -0.117 -4.284 -2.573  0.06
H: -1.728 -3.421 -2.261  0.13
H: -0.986 -4.482 -1.038  0.14
H: 1.361 -4.522 -0.946  0.09
O: 3.483 -4.809 0.354  -0.08
C: 4.914 -4.675 1.005  0.07
H: 5.482 -4.301 0.423  -0.03
H: 4.676 -4.368 1.941  0.05
H: 5.036 -5.886 1.053  0.16
H: 4.495 -2.088 0.873  0.14
H: 2.945 -0.117 0.561  0.14
C: -0.321 0.141 1.637  -0.20
C: -0.641 1.216 2.284  -0.54
C: -1.862 1.859 1.975  -0.09
C: -1.712 2.506 0.538  -0.34
O: -2.172 3.564 0.080  0.00
H: -1.959 2.875 2.538  0.18
H: -2.736 1.316 1.835  0.12
C: 0.633 2.160 2.695  0.06
H: 1.473 1.568 3.017  0.08
H: 0.300 2.903 3.076  -0.05
H: 0.965 2.680 1.559  0.17
C: -1.172 0.469 3.871  0.03
H: -1.193 1.383 4.496  0.07
H: -0.137 -0.125 4.127  0.12
H: -1.989 -0.042 3.867  -0.02
H: 0.425 -0.748 1.779  0.17
H: -1.147 -0.691 1.505  0.19
O: 0.185 1.498 -2.412  0.00
H: 0.829 0.224 -1.748  0.27
H: -1.582 4.211 -1.726  0.17
H: -1.068 3.547 -3.267  0.00
H: -2.948 1.949 -3.205  0.10
H: -3.304 2.481 -1.867  0.05
H: -3.761 4.519 -2.739  0.01
H: -3.260 4.140 -4.362  0.16
H: -4.712 3.476 -3.615  0.03